Record 1
3 unconnected molecules or ions with the total composition C25H24BFN2O11. Source: the OMol25 dataset; level of theory: wB97M-V/def2-TZVPD.

ORCA input file:
```
! wB97M-V def2-TZVPD RIJCOSX def2/J DEFGRID3
* xyz 2 1
O 8.20662 -6.84697 -1.26121
B 8.37184 -6.12872 0.03184
O 8.30158 -6.99350 1.25793
O 8.64061 -4.67809 0.16419
N 7.52245 -3.94203 0.03737
C 6.56327 -3.64933 1.20821
C 5.19188 -2.74367 1.04447
C 4.82887 -2.10874 -0.44291
C 3.42843 -1.25419 -0.54848
C 2.74268 -1.11319 -2.03105
C 1.32206 -0.30190 -2.13962
N 0.65457 0.28125 -0.90037
C -0.70437 0.99547 -1.05415
C -1.82670 -0.12854 -0.53236
C -1.79993 -1.50673 -1.47477
F -2.79256 -2.51710 -1.02993
C 1.24627 0.20864 0.51087
C 2.68735 -0.58218 0.78849
C 5.88634 -2.39892 -1.66171
C 7.21774 -3.33241 -1.34134
H 7.23215 -7.11767 -1.39208
H 7.43072 -7.49349 1.28547
H 6.76892 -4.07670 2.29817
H 4.45019 -2.53291 1.95054
H 3.27376 -1.60008 -2.95809
H 0.79902 -0.19803 -3.19372
H -0.77152 1.98039 -0.41606
H -0.83767 1.24579 -2.21206
H -2.91646 0.30150 -0.49303
H -1.53727 -0.49629 0.55677
H -1.90010 -1.24169 -2.63259
H -0.72999 -2.02348 -1.35897
H 0.67341 0.69162 1.41014
H 3.13803 -0.65460 1.88124
H 5.67594 -1.94111 -2.72925
H 7.94401 -3.55528 -2.24080
C -2.15987 4.90407 2.01741
C -2.37167 6.07844 2.61466
C -1.23881 6.92026 3.08963
O -1.46396 8.00346 3.61783
C 0.12699 6.40505 2.90592
C 0.33840 5.22907 2.31176
C -0.79304 4.40051 1.81229
O -0.56624 3.33244 1.25377
O 1.61926 4.73763 2.13831
O -3.65369 6.55707 2.81332
H -2.97393 4.28305 1.66531
H 0.94025 7.01866 3.27172
H 1.50803 3.87411 1.68393
H -3.54211 7.42327 3.26223
C -7.04749 -0.16537 0.37355
C -6.18468 -0.88841 -0.34305
C -6.22205 -0.88535 -1.83175
O -5.40417 -1.54502 -2.46334
C -7.26053 -0.08013 -2.49341
C -8.12542 0.64010 -1.77656
C -8.07028 0.65851 -0.28902
O -8.86716 1.34480 0.34196
O -9.10561 1.39694 -2.39186
O -5.22225 -1.66728 0.27274
H -7.03019 -0.15659 1.45611
H -7.28776 -0.10092 -3.57534
H -9.60199 1.82516 -1.66061
H -4.72214 -2.09067 -0.45863
*
```

- Kohn-Sham gap (eV) = 3.97
- LUMO level (eV) = -8.7
- HOMO level (eV) = -12.65
- E_tot (eV) = -55178.85696

Atomic partial charges in e from the Löwdin method, atoms 1 to 5: O 0.08; B -0.40; O 0.08; O 0.09; N -0.10


Record 2
A molecular structure, C25H24Cl2IrN2O9. Source: the OMol25 dataset; level of theory: wB97M-V/def2-TZVPD.

ORCA input file:
```
! wB97M-V def2-TZVPD RIJCOSX def2/J DEFGRID3
* xyz -1 1
Ir -1.91454 0.20652 -0.63591
N -2.64384 -1.47026 -1.47549
C -3.83279 -1.26428 -2.35461
C -4.39146 0.15229 -2.19838
C -4.79965 0.35180 -0.73184
O -5.97886 0.32566 -0.41954
O -3.81926 0.45253 0.11539
H -1.87899 -1.91496 -1.97396
H -2.87301 -2.08540 -0.67122
H -4.59835 -1.98381 -2.05982
H -3.55346 -1.46767 -3.38879
H -5.25905 0.29718 -2.83963
H -3.61507 0.86978 -2.47633
C -0.10928 0.82459 5.21850
C 0.66868 -0.22905 4.48977
C 2.05114 -0.24670 4.49218
C 2.74325 -1.22642 3.79908
Cl 4.49470 -1.23691 3.84970
C 2.07687 -2.18852 3.07409
C 0.68609 -2.17762 3.04717
C -0.01109 -1.21844 3.76574
O -1.36684 -1.16757 3.87281
C -2.16165 -2.04003 3.10439
C -2.25427 -1.76928 1.60290
O -2.99334 -2.53685 0.97214
O -1.55437 -0.81391 1.13471
H 0.56184 1.47619 5.77788
H -0.82699 0.37568 5.90700
H -0.67173 1.43253 4.51081
H 2.59526 0.51127 5.04084
H 2.62822 -2.93961 2.52740
H 0.16982 -2.90592 2.43801
H -3.17599 -1.92173 3.48186
H -1.86597 -3.08158 3.25786
O -0.81015 2.67803 2.26105
Cl -0.32378 2.54499 0.92569
O -1.50431 2.16940 0.04768
O 0.15512 3.79422 0.41889
O 0.66683 1.51982 0.81980
N -0.45466 0.13398 -1.87721
C 0.74745 0.44196 -2.11425
C 1.06278 1.46462 -3.15877
C 2.12195 1.31173 -4.05031
C 2.36709 2.27488 -5.01730
C 1.56689 3.40803 -5.08440
C 0.50847 3.56260 -4.20025
C 0.24653 2.58805 -3.24883
C 1.87930 -0.23859 -1.41972
C 3.08414 0.41507 -1.17536
C 4.13560 -0.25789 -0.57230
C 3.99240 -1.58949 -0.21095
C 2.78135 -2.23522 -0.41699
C 1.72855 -1.55921 -1.00918
H 2.74772 0.42966 -3.99262
H 3.18257 2.14213 -5.71736
H 1.77799 4.17661 -5.81793
H -0.11429 4.44700 -4.24310
H -0.57565 2.70236 -2.55372
H 3.18554 1.46132 -1.43316
H 5.06548 0.26047 -0.37606
H 4.81924 -2.11762 0.24593
H 2.65524 -3.26638 -0.11176
H 0.77859 -2.05202 -1.17221
*
```

- Kohn-Sham gap (eV) = 7.55
- LUMO level (eV) = 2.2
- energy relative to the best compared isomer or geometry (same formula, charge and spin) (kcal per mole) = 9.48
- HOMO level (eV) = -5.32
- E_tot (eV) = -75601.87772

Atomic partial charges in e from the Löwdin method, atoms 1 to 5: Ir 1.39; N -0.11; C -0.19; C -0.13; C -0.65


Record 3
A molecular structure, C25H24ClNO2Pt. Source: the OMol25 dataset; level of theory: wB97M-V/def2-TZVPD.

ORCA input file:
```
! wB97M-V def2-TZVPD RIJCOSX def2/J DEFGRID3
* xyz -2 3
C -0.84653 -1.22293 -3.09138
C -0.97756 -2.51507 -2.51946
C 0.35242 -3.05092 -2.29838
H -1.88942 -3.09900 -2.37834
C 1.31292 -1.92607 -2.61261
C 0.50550 -0.85225 -3.17039
H 0.90896 0.01468 -3.69170
H -1.64730 -0.64521 -3.54207
H 0.64153 -4.09436 -2.17255
H 2.38399 -2.06468 -2.72573
Pt 0.62588 -1.93653 -0.51560
Cl -1.09853 -1.68828 0.99453
C 0.19338 -5.56434 1.74597
C 1.53650 -5.65008 1.25594
C 1.49565 -6.25047 -0.04366
H 2.43331 -5.33993 1.79071
C 0.12825 -6.53869 -0.35504
C -0.67639 -6.11762 0.75197
H -1.75742 -6.22558 0.83613
H -0.11214 -5.17086 2.71493
H 2.35521 -6.47708 -0.67340
H -0.23308 -7.02389 -1.26138
C -3.96536 3.08497 0.62777
C -2.76203 3.04347 -0.27827
C -2.93679 3.05831 -1.66633
C -1.84550 2.95815 -2.54955
C -0.56877 2.80297 -2.02377
C -0.41489 2.61083 -0.63613
N 0.76301 2.01913 -0.18517
C 1.62590 2.43809 0.82180
C 1.80731 3.81044 1.05932
C 2.56441 4.21975 2.15151
C 3.11189 3.26263 3.01938
C 2.93248 1.89119 2.79242
C 2.23369 1.46840 1.65180
C 1.70081 0.06131 1.44509
O 1.24405 -0.55348 2.39901
O 1.71408 -0.35928 0.16800
C -1.48300 2.85787 0.26341
C -1.29991 2.74194 1.74293
H -4.01926 2.14777 1.19219
H -3.94692 3.88412 1.37988
H -4.88388 3.17670 0.04266
H -3.95512 3.12481 -2.05812
H -1.98360 3.00931 -3.63005
H 0.33915 2.80698 -2.63510
H 1.07156 1.15784 -0.64838
H 1.34738 4.51884 0.37001
H 2.72783 5.28051 2.31956
H 3.65887 3.60306 3.90082
H 3.30983 1.13198 3.49279
H -1.60900 1.75262 2.12633
H -0.26010 2.90132 2.03133
H -1.85328 3.52660 2.27435
*
```

- Kohn-Sham gap (spin up / spin down) (eV) = 4.69 / 4.68
- LUMO level (spin up / spin down) (eV) = 4.5 / 4.5
- energy relative to the best compared isomer or geometry (same formula, charge and spin) (kcal per mole) = 12.41
- HOMO level (spin up / spin down) (eV) = -0.20 / -0.20
- E_tot (eV) = -47666.30998

Atomic partial charges in e from the Löwdin method, atoms 1 to 5: C -0.17; C -0.18; C -0.32; H 0.09; C -0.29


Record 4
A single C25H24N2O8 molecule. Source: the OMol25 dataset; level of theory: wB97M-V/def2-TZVPD.

ORCA input file:
```
! wB97M-V def2-TZVPD RIJCOSX def2/J DEFGRID3
* xyz 0 1
C -10.26769 0.28590 -1.45252
O -9.51894 1.24865 -0.75224
C -8.19836 1.00026 -0.51946
C -7.51742 -0.14672 -0.91468
C -6.17372 -0.28738 -0.62508
C -5.48180 0.70443 0.06082
O -4.14963 0.45536 0.29047
C -3.38096 1.44387 0.93264
C -1.91229 1.01569 1.03291
O -1.07318 1.77877 1.44677
N -1.70614 -0.25843 0.61722
C -0.51067 -0.96752 0.52782
C 0.66809 -0.51919 1.11798
C 1.83477 -1.26515 0.97844
N 3.04455 -0.85570 1.53826
C 3.27370 0.10189 2.47455
O 2.43701 0.75602 3.04812
C 4.77185 0.25438 2.77914
O 5.61724 -0.17722 1.74071
C 5.68620 0.59773 0.60247
C 4.85380 1.67605 0.32515
C 5.00629 2.37298 -0.85660
C 5.98095 2.01344 -1.78534
O 6.03840 2.77320 -2.91618
C 7.00539 2.45798 -3.88716
C 6.80725 0.92967 -1.50658
C 6.65686 0.23282 -0.32231
C 1.83112 -2.45146 0.25047
C 0.64684 -2.90222 -0.31918
C 0.58889 -4.16575 -1.08580
O -0.40866 -4.61481 -1.59341
O 1.77247 -4.79384 -1.17358
C -0.52337 -2.16581 -0.17922
C -6.15956 1.84990 0.46038
C -7.50236 1.99028 0.17018
H -10.30189 -0.66738 -0.91490
H -11.27499 0.69283 -1.52576
H -9.87084 0.12144 -2.45970
H -8.01803 -0.93812 -1.44896
H -5.64252 -1.17490 -0.93146
H -3.41019 2.39458 0.38403
H -3.74035 1.62742 1.95511
H -2.52419 -0.72499 0.24227
H 0.67579 0.40139 1.67730
H 3.86427 -1.36034 1.22052
H 4.96847 1.29470 3.06307
H 5.01045 -0.38563 3.63518
H 4.08087 1.98167 1.01232
H 4.36630 3.21076 -1.08152
H 6.85903 1.45013 -4.28964
H 8.02119 2.54624 -3.48800
H 6.86913 3.18604 -4.68528
H 7.57290 0.61731 -2.19850
H 7.29616 -0.60651 -0.09766
H 2.73630 -3.02572 0.13015
H 1.66815 -5.61196 -1.68391
H -1.42917 -2.53827 -0.63322
H -5.65779 2.63880 0.99714
H -8.03721 2.87550 0.47495
*
```

- Kohn-Sham gap (eV) = 8.61
- LUMO level (eV) = 0.4
- energy relative to the best compared isomer or geometry (same formula, charge and spin) (kcal per mole) = 12.14
- HOMO level (eV) = -8.19
- structure (SMILES) = COc1ccc(OCC(=O)Nc2cc(NC(=O)COc3ccc(OC)cc3)cc(C(=O)O)c2)cc1
- E_tot (eV) = -45675.10072

Atomic partial charges in e from the Löwdin method, atoms 1 to 5: C -0.09; O -0.09; C -0.28; C -0.02; C 0.00


no.,largest force on an atom (eV/Å)
1,6.8
2,1.8
3,3.6
4,0.6